A 5-piece molecular cluster, C34H45ClF4N4O15 overall, computed with the ωB97M-V functional and the def2-TZVPD basis.

Geometry as XYZ:
```
103
C34H45ClF4N4O15 the ωB97M-V functional and the def2-TZVPD basis
C 0.314 4.457 -5.028
C -1.058 3.997 -4.429
C -0.857 2.770 -3.565
C -0.627 1.473 -4.133
C -0.564 1.397 -5.652
C -0.469 0.395 -3.336
C -0.249 -1.014 -3.871
C 0.964 -1.214 -4.835
C 0.626 -2.328 -5.866
C -0.052 -1.841 -7.165
C -1.598 -1.992 -7.227
N -2.145 -3.218 -6.628
C -0.506 0.558 -1.917
N -0.292 -0.553 -1.151
C -0.352 -0.376 0.134
C -0.112 -1.570 1.054
C 0.333 -2.805 0.266
C -0.801 -3.492 -0.491
O 0.923 -3.718 1.203
C -0.628 0.912 0.709
C -0.705 0.987 2.241
C -2.144 0.522 2.667
C -2.901 1.575 3.480
Cl -3.042 3.106 2.575
N -0.806 2.009 0.025
C -0.736 1.790 -1.330
C -0.924 2.884 -2.219
O -1.183 4.150 -1.686
N 0.083 4.823 -1.384
O 0.196 4.950 -0.240
H 0.322 4.261 -6.103
H 1.083 3.820 -4.582
H 0.503 5.502 -4.783
H -1.535 4.794 -3.862
H -1.772 3.733 -5.215
H 0.484 1.489 -5.951
H -0.975 0.433 -5.945
H -1.137 2.189 -6.127
H -0.160 -1.757 -3.082
H -1.153 -1.284 -4.442
H 1.315 -0.299 -5.305
H 1.769 -1.641 -4.224
H 1.577 -2.790 -6.162
H 0.064 -3.117 -5.358
H 0.357 -2.440 -7.988
H 0.193 -0.800 -7.394
H -1.864 -2.021 -8.293
H -2.146 -1.147 -6.800
H -1.465 -3.962 -6.578
H -2.532 -3.010 -5.718
H -1.035 -1.792 1.600
H 0.711 -1.305 1.724
H 1.121 -2.481 -0.426
H -1.449 -3.991 0.242
H -0.437 -4.250 -1.193
H -1.434 -2.781 -1.025
H 1.124 -4.511 0.692
H 0.058 0.360 2.692
H -0.587 2.040 2.501
H -2.747 0.274 1.790
H -2.018 -0.340 3.333
H -2.505 1.740 4.483
H -3.925 1.216 3.613
C 3.535 -1.630 4.308
C 2.594 -1.992 5.425
O 2.132 -0.724 5.865
C 2.180 0.103 4.780
O 1.623 1.147 4.709
O 2.935 -0.435 3.789
F 3.248 -2.599 6.447
H 4.537 -1.406 4.664
H 3.597 -2.403 3.545
H 1.745 -2.606 5.121
C -4.409 4.226 -1.678
C -5.511 4.930 -2.424
O -6.631 4.098 -2.170
C -6.407 3.505 -0.953
O -7.236 2.958 -0.309
O -5.107 3.638 -0.592
F -5.275 4.960 -3.760
H -3.940 3.437 -2.272
H -3.636 4.900 -1.319
H -5.722 5.942 -2.072
C -0.068 -4.282 8.045
C -1.537 -4.283 7.699
O -1.540 -3.803 6.366
C -0.347 -4.174 5.818
O -0.112 -4.170 4.657
O 0.536 -4.551 6.776
F -2.233 -3.423 8.480
H 0.268 -3.310 8.410
H 0.196 -5.044 8.773
H -2.009 -5.266 7.733
C 6.510 1.440 4.709
C 7.977 1.208 4.453
O 8.236 0.027 5.191
C 7.070 -0.678 5.223
O 6.980 -1.820 5.519
O 6.016 0.103 4.857
F 8.734 2.215 4.949
H 6.332 1.997 5.630
H 6.012 1.950 3.888
H 8.233 1.045 3.404
```

## Properties
Energy   -96050.93112 eV
Max |F|   1.94 eV Å⁻¹
SMILES   CCc1c(C)c(CCCCCN)c2nc(C[C@H](C)O)c(CCCCl)nc2c1ON=O.O=C1OC[C@@H](F)O1.O=C1OC[C@@H](F)O1.O=C1OC[C@@H](F)O1.O=C1OC[C@@H](F)O1
HOMO-LUMO gap   8.42 eV

=====

C16H23Al2BCl5F7NO19P as an isolated structure, computed with the ωB97M-V functional and the def2-TZVPD basis.

Geometry as XYZ:
```
75
C16H23Al2BCl5F7NO19P the ωB97M-V functional and the def2-TZVPD basis
C -4.569 -0.495 0.347
C -4.813 -2.010 0.182
C -3.631 -2.928 0.080
O -3.662 -3.839 -0.731
O -2.571 -2.786 0.886
C -1.328 -2.472 0.203
C -0.975 -1.007 0.406
O -0.335 -0.541 -0.754
C -0.972 0.418 -1.419
O -1.644 1.301 -0.924
O -0.754 0.361 -2.737
C -1.671 -0.535 -3.385
H -3.751 -0.169 -0.297
H -5.466 0.020 0.020
H -4.296 -0.182 1.381
H -5.353 -2.327 1.078
H -5.452 -2.146 -0.680
H -0.562 -3.053 0.706
H -1.326 -2.780 -0.838
H -1.873 -0.456 0.672
H -0.259 -0.943 1.222
H -2.661 -0.387 -2.947
H -1.694 -0.264 -4.432
H -1.349 -1.566 -3.239
Al -3.198 1.013 2.284
O 3.625 0.168 1.695
C 3.179 -0.804 2.223
O 1.889 -0.878 2.672
C 1.689 -2.134 3.359
C 2.773 -3.062 2.826
C 3.918 -2.089 2.541
H 1.783 -1.959 4.432
H 0.683 -2.499 3.150
H 3.033 -3.859 3.519
H 2.444 -3.521 1.893
H 4.545 -1.921 3.419
H 4.523 -2.401 1.697
C 5.379 2.157 4.157
Cl 6.520 1.095 3.350
Cl 3.998 1.224 4.772
Cl 6.150 3.038 5.463
H 5.008 2.871 3.434
Cl -1.050 2.847 2.037
O 6.181 7.451 9.050
Cl 6.502 6.372 7.847
O 7.046 5.242 8.474
O 7.394 6.934 6.926
O 5.216 6.142 7.337
B -2.374 3.557 -6.194
O -0.946 3.898 -5.960
C -0.267 3.805 -7.072
O 0.879 4.003 -7.247
C -1.332 3.346 -8.229
O -1.065 3.165 -9.359
O -2.492 3.231 -7.638
O -2.781 2.411 -5.361
C -3.779 2.777 -4.577
O -4.335 2.100 -3.782
C -4.095 4.300 -4.896
O -4.931 4.956 -4.379
O -3.245 4.678 -5.835
F 2.031 -0.687 -1.863
P 2.754 -2.189 -1.838
F 2.325 -2.244 -3.431
F 2.962 -3.064 -0.445
F 1.191 -2.757 -1.559
F 3.965 -1.231 -1.263
F 3.963 -3.132 -2.431
N -4.418 -6.781 -0.705
H -5.400 -6.876 -0.973
H -4.238 -7.343 0.129
H -3.825 -7.109 -1.470
H -4.205 -5.791 -0.514
F 5.222 6.970 9.615
Al 0.171 3.362 3.918
```

## Properties
Energy   -162122.69259 eV
Max |F|   11.25 eV Å⁻¹
HOMO-LUMO gap   1.38 eV
Charge   +2